Molecular formula: C28H52ClCoOP
Method: DFT, ωB97M-V/def2-TZVPD

```
84
Properties=species:S:1:pos:R:3:lowdin_charge:R:1
Co 0.399 -0.187 2.243 0.092
Cl 1.711 -0.929 3.836 0.017
P -0.172 0.224 -0.245 1.024
C -1.545 -0.539 0.876 -0.257
H -2.454 -0.946 0.439 0.010
H -1.968 0.276 1.462 0.035
C 1.822 0.509 -0.631 -0.357
C -0.869 1.952 -0.581 -0.356
C 2.306 0.632 -2.089 -0.233
H 1.989 1.480 -0.128 0.095
C 3.800 0.981 -2.170 -0.211
H 2.149 -0.323 -2.610 0.086
H 1.742 1.394 -2.647 0.082
C 4.698 0.014 -1.384 -0.216
H 4.120 0.997 -3.219 0.096
H 3.951 1.997 -1.782 0.108
C 4.164 -0.250 0.032 -0.198
H 4.771 -0.941 -1.926 0.104
H 5.718 0.418 -1.330 0.098
C 2.662 -0.555 0.070 -0.238
H 4.720 -1.081 0.479 0.104
H 4.372 0.631 0.656 0.115
H 2.482 -1.530 -0.408 0.104
H 2.372 -0.646 1.129 0.042
C -0.685 -0.778 -1.714 -0.381
C -2.350 1.800 -0.931 -0.227
H -0.760 2.397 0.424 0.109
C -3.061 3.141 -0.847 -0.203
H -2.465 1.385 -1.940 0.098
H -2.840 1.084 -0.265 0.085
C -2.406 4.190 -1.750 -0.208
H -4.112 3.000 -1.120 0.104
H -3.037 3.482 0.197 0.116
C -0.880 4.264 -1.595 -0.195
H -2.658 3.972 -2.797 0.107
H -2.839 5.171 -1.527 0.100
C -0.177 2.899 -1.573 -0.192
H -0.464 4.874 -2.405 0.103
H -0.646 4.786 -0.658 0.113
H -0.194 2.469 -2.586 0.093
H 0.883 3.041 -1.314 0.109
C 0.074 -2.107 -1.877 -0.196
H -1.716 -0.996 -1.393 0.091
C -0.648 -3.043 -2.853 -0.200
H 1.093 -1.904 -2.247 0.100
H 0.181 -2.620 -0.918 0.085
C -0.914 -2.407 -4.219 -0.208
H -0.045 -3.951 -2.975 0.106
H -1.600 -3.349 -2.399 0.106
C -1.484 -0.986 -4.115 -0.199
H 0.021 -2.384 -4.795 0.109
H -1.611 -3.036 -4.783 0.100
C -0.748 -0.103 -3.107 -0.200
H -1.453 -0.504 -5.100 0.105
H -2.541 -1.045 -3.824 0.111
H 0.277 0.084 -3.462 0.097
H -1.237 0.877 -3.070 0.072
C -0.390 -2.631 1.578 -0.208
C -1.806 -2.499 1.287 -0.156
H 0.334 -2.209 0.864 0.048
C -2.722 -2.939 2.487 -0.167
H -2.150 -2.813 0.262 0.117
C -1.946 -3.175 3.802 -0.211
H -3.516 -2.201 2.690 0.103
H -3.260 -3.871 2.222 0.106
C -0.801 -4.177 3.579 -0.203
H -1.513 -2.234 4.168 0.105
H -2.606 -3.529 4.615 0.105
C 0.145 -3.723 2.441 -0.229
H -0.227 -4.316 4.506 0.103
H -1.246 -5.150 3.338 0.096
H 1.112 -3.411 2.880 0.057
H 0.387 -4.608 1.819 0.105
C -0.423 2.032 4.179 -0.096
C 0.615 2.512 3.187 -0.586
C 2.016 2.690 3.767 -0.087
O 0.694 1.627 2.090 -0.396
H -0.027 1.137 4.671 0.036
H -1.332 1.730 3.651 0.061
H -0.659 2.815 4.900 0.065
H 0.301 3.486 2.780 0.111
H 2.335 1.753 4.244 0.032
H 2.734 2.911 2.967 0.069
H 2.052 3.513 4.492 0.061
```

Properties
Total charge: -1
2S+1: 5
Kohn-Sham gap (spin up / spin down) in eV: 4.55 / 5.03
E_tot in hartree: -3357.473803